DFT (wB97M-V/def2-TZVPD) results for C22H31As2IrN3O2S as an isolated structure in a non-equilibrium geometry.

Element x y z (Å)
Ir -0.26768 -0.28041 0.22356
C -2.57772 -3.35006 -1.37464
As -0.94234 -2.75410 -0.51411
C -0.74694 -3.97858 0.98629
C 0.53657 -3.28962 -1.66753
C 0.46183 -4.54598 -2.26294
C 1.54442 -5.04062 -2.97487
C 2.70160 -4.28609 -3.09862
C 2.77328 -3.02394 -2.52859
C 1.68707 -2.51983 -1.81787
As 1.78632 -0.67476 -1.22030
C 3.59922 -0.41844 -0.55955
C 1.77630 0.29331 -2.90865
H -2.67182 -4.42614 -1.23836
H -2.56923 -3.09641 -2.43200
H -3.42532 -2.85976 -0.89823
H -0.72283 -4.98757 0.57580
H -1.59485 -3.87696 1.66126
H 0.17881 -3.78057 1.52177
H -0.43672 -5.14377 -2.16982
H 1.47821 -6.02190 -3.42536
H 3.54871 -4.67177 -3.64994
H 3.67361 -2.43272 -2.64507
H 4.28999 -0.36383 -1.39885
H 3.87345 -1.24504 0.09287
H 3.65782 0.51149 0.00413
H 2.46429 -0.21419 -3.58291
H 2.10248 1.32192 -2.76283
H 0.77781 0.28052 -3.34158
C -0.09112 -0.55393 4.88689
S -0.84422 0.13780 3.41326
O -0.15797 -0.68497 2.27242
C -0.04387 1.73980 3.31560
C 1.33951 1.81617 3.19095
C 1.93465 3.06714 3.14775
C 1.15059 4.21531 3.22328
C -0.23061 4.12162 3.32592
C -0.84100 2.87510 3.37187
H 0.98327 -0.38826 4.88867
H -0.32225 -1.61820 4.91197
H -0.55933 -0.05872 5.73902
H 1.94710 0.91915 3.15608
H 3.01299 3.14830 3.09844
H 1.62360 5.18897 3.22443
H -0.83363 5.01701 3.39944
H -1.91510 2.78838 3.48812
C -4.39545 1.75796 -1.63508
N -3.04075 2.26678 -1.37554
C -2.70298 3.57253 -1.56809
C -1.46101 4.03609 -1.29677
C -0.49737 3.11695 -0.79942
N -0.85232 1.83401 -0.62426
C -2.09892 1.41018 -0.90739
O -2.33607 0.19111 -0.70420
N 0.74148 3.49136 -0.50761
H -5.04222 2.58295 -1.91599
H -4.78609 1.28124 -0.73878
H -4.37493 1.02594 -2.43994
H -3.48235 4.21928 -1.94757
H -1.20232 5.07352 -1.44731
H 1.03482 4.44505 -0.64378
H 1.38749 2.84020 -0.09542

Output
E, eV: -167206.3216
Maximum force, eV/A: 1.35
2S+1: 5
Highest occupied orbital energy (alpha / beta), Eh: -0.6037 / -0.6393
E_LUMO (alpha / beta), eV: -8.2 / -11.3
<S²>: 6.009
Total charge: +3
HOMO-LUMO gap (alpha / beta), Ha: 0.30285 / 0.22535

These are the Mulliken partial charges, in e, on atoms 1 to 8: atom 1 (Ir): 1.90, atom 2 (C): -1.17, atom 3 (As): 0.55, atom 4 (C): -1.14, atom 5 (C): 0.34, atom 6 (C): -0.59, atom 7 (C): -0.81, atom 8 (C): -0.83


DFT (wB97M-V/def2-TZVPD) results for a 3-piece molecular cluster, C22H31BClF16N4O7S overall in a non-equilibrium geometry.

Element x y z (Å)
C 3.52166 2.85126 2.88141
C 3.80636 4.21948 2.22529
O 2.83351 5.15907 2.68141
C 2.53455 6.15921 1.73603
C 1.00644 6.12443 1.42423
O 0.63695 4.75017 1.20186
C -0.21980 4.57374 0.12769
N -1.37043 3.72708 0.46570
C -1.46479 2.73926 1.35986
N -0.52809 2.29948 2.16235
C -0.74912 1.21572 3.14891
S 0.72685 0.12080 3.07110
C 0.55713 -0.58865 1.38090
C 1.52680 0.06287 0.33566
N -2.72017 2.21337 1.33360
C -3.35957 2.87303 0.38177
B -4.87060 2.45217 0.05965
O -5.19385 1.44428 -0.79170
O -5.87949 3.12783 0.69646
N -2.57359 3.79047 -0.15445
C -3.00377 4.65901 -1.23504
C -2.48335 4.07336 -2.59878
O -2.48916 4.68053 -3.56575
Cl -1.83502 2.40259 -2.55610
H 4.24947 2.09390 2.54844
H 3.60856 2.92825 3.97590
H 2.52182 2.46338 2.64240
H 3.80375 4.06457 1.13566
H 4.78830 4.54413 2.61017
H 3.05857 6.01460 0.77164
H 2.83884 7.16167 2.08586
H 0.86205 6.77585 0.55073
H 0.49026 6.46249 2.33467
H 0.32753 4.06613 -0.69476
H -0.60738 5.51079 -0.29851
H 0.41387 2.67739 2.15627
H -1.60425 0.59093 2.88292
H -0.80083 1.66666 4.14551
H -0.46942 -0.38626 1.04211
H 0.78484 -1.65780 1.43180
H 1.92628 1.03399 0.65517
H 2.31611 -0.66008 0.09061
H 0.93900 0.23675 -0.58307
H -4.53942 0.72339 -0.73994
H -6.36640 2.51334 1.26624
H -4.09140 4.79680 -1.26734
H -2.57264 5.66437 -1.11505
C -5.14236 -3.18353 -0.85638
C -4.07791 -2.11546 -1.15898
C -4.15416 -1.46269 -2.53779
F -3.97386 -2.35544 -3.52329
F -3.16566 -0.53048 -2.65340
F -2.85442 -2.63262 -0.93994
F -4.23996 -1.11124 -0.22814
O -4.74584 -4.53106 -1.01953
C -4.84423 -5.09422 -2.28718
C -3.47982 -5.52245 -2.82698
F -2.64806 -4.46063 -2.92139
F -3.61450 -6.04405 -4.06491
F -5.48927 -4.25950 -3.12560
F -5.62222 -6.18724 -2.16049
H -5.35730 -3.09547 0.20897
H -6.09045 -2.97313 -1.35321
H -5.11491 -0.95911 -2.68423
H -3.02032 -6.26685 -2.17322
C 6.04303 -5.35927 -0.58669
C 4.98253 -5.53507 -1.68679
C 4.60598 -4.27558 -2.46519
F 4.06232 -3.33284 -1.66147
F 3.67767 -4.57705 -3.40436
F 3.88247 -6.11514 -1.15627
F 5.48966 -6.42519 -2.58391
O 5.56040 -5.22531 0.74279
C 5.19726 -3.96603 1.18264
C 3.71526 -3.90169 1.54813
F 2.93859 -4.19056 0.48261
F 3.38562 -2.64923 1.95519
F 5.54213 -3.02598 0.27956
F 5.92622 -3.71796 2.29266
H 6.61217 -6.28820 -0.57115
H 6.77155 -4.58690 -0.83557
H 5.47668 -3.85068 -2.97218
H 3.47874 -4.60802 2.34619

Output
E, eV: -111118.2611
Maximum force, eV/A: 3.59
2S+1: 1
Highest occupied orbital energy, Eh: -0.4180
E_LUMO, eV: -2.5
Total charge: +1
HOMO-LUMO gap, Ha: 0.32707

These are the Mulliken partial charges, in e, on atoms 1 to 8: atom 1 (C): -0.88, atom 2 (C): -0.25, atom 3 (O): -0.35, atom 4 (C): -0.73, atom 5 (C): -0.42, atom 6 (O): -0.28, atom 7 (C): -0.42, atom 8 (N): 0.82


DFT (wB97M-V/def2-TZVPD) results for C22H31BeCl3N3O3 as an isolated structure in a non-equilibrium geometry.

Element x y z (Å)
O -0.55897 0.58310 -0.08833
C 0.12560 0.88247 -1.19377
C -0.65335 1.60444 -2.19398
C -1.88621 1.06238 -2.58017
H -2.18605 0.09460 -2.17152
C -2.68750 1.77447 -3.46875
H -3.62937 1.33280 -3.80124
C -2.28557 3.03655 -3.91723
H -2.91709 3.59105 -4.61678
C -1.08356 3.59643 -3.47228
H -0.77455 4.58876 -3.80831
C -0.26518 2.88629 -2.59559
H 0.67810 3.28865 -2.21660
H 1.18275 1.07794 -0.98599
C 1.08685 0.58465 -4.36765
C 1.43895 0.19398 -2.94214
H 1.71978 0.00834 -5.06135
H 1.27815 1.65222 -4.53666
H 0.03801 0.38657 -4.60371
C 2.71360 0.41044 -2.46637
C 3.72789 1.25310 -3.15109
H 2.99966 -0.00201 -1.50316
H 4.06360 0.81090 -4.10321
H 4.60895 1.35086 -2.50307
H 3.36043 2.27091 -3.36504
Be -1.38350 0.80076 1.14021
Cl 0.61513 -1.29276 -2.47923
Cl -2.42267 2.50513 1.22680
C 2.18989 -2.07528 0.29006
O 2.25882 -0.88329 0.60603
N 1.47366 -3.02452 0.95371
C 0.92432 -2.74941 2.27256
C 1.64462 -4.42641 0.60137
H 2.70904 -2.48210 -0.60056
H 0.55218 -1.72125 2.33028
H 1.67602 -2.91200 3.06414
H 0.09498 -3.44608 2.44621
H 1.87868 -4.49497 -0.46703
H 0.71760 -4.97336 0.81155
H 2.46068 -4.89409 1.17544
H 1.51963 -0.54522 4.34660
H 0.99797 2.18890 5.94767
C 1.94797 0.33688 3.84915
C 1.32278 2.50599 4.94647
N 1.03725 1.48025 3.94791
H 2.17213 0.08720 2.80489
C -0.07814 1.51636 3.23550
O -0.42064 0.58524 2.45153
H 0.78717 3.42033 4.67303
H -0.70412 2.41698 3.32805
H 2.86418 0.62146 4.37168
H 2.40032 2.69056 4.97284
Cl -6.25736 -1.21895 2.28236
C -4.67282 -1.47126 1.69286
C -4.27013 -2.72911 1.22969
C -2.97098 -2.86387 0.74526
C -2.13312 -1.74614 0.72648
N -2.52069 -0.54795 1.19253
C -3.77314 -0.39965 1.66779
H -4.97303 -3.55462 1.25404
H -2.58098 -3.80695 0.37035
H -1.12278 -1.81115 0.31091
H -4.05588 0.59447 1.99484

Output
E, eV: -71900.5316
Maximum force, eV/A: 4.47
2S+1: 1
Highest occupied orbital energy (alpha / beta), Eh: -0.0889 / -0.0275
E_LUMO (alpha / beta), eV: 2.3 / 2.3
Total charge: -1
HOMO-LUMO gap (alpha / beta), Ha: 0.17354 / 0.11266

These are the Mulliken partial charges, in e, on atoms 1 to 8: atom 1 (O): 0.05, atom 2 (C): -1.90, atom 3 (C): 1.21, atom 4 (C): -0.12, atom 5 (H): 0.33, atom 6 (C): -0.74, atom 7 (H): 0.37, atom 8 (C): -0.42


DFT (wB97M-V/def2-TZVPD) results for C22H31Br2IMgN4Si as an isolated structure.

Element x y z (Å)
Mg -0.24122 0.35414 -1.99764
Br 0.66208 0.62056 -4.22409
C -1.80650 2.38898 2.84233
C -1.85594 1.01436 2.20917
N -1.17015 1.04145 0.93303
C -0.18579 1.88795 0.58164
N 0.37053 1.74776 -0.60775
C 1.47174 2.65118 -0.96372
C 1.32113 4.01714 -0.32564
C 1.22303 3.81478 1.17137
N 0.16915 2.85568 1.47328
C -0.36563 2.86609 2.82907
H -2.18459 2.35591 3.86385
H -2.42426 3.08516 2.27056
H -2.88616 0.70205 2.03895
H -1.39787 0.27571 2.87422
H -1.44351 0.36345 0.21783
H 1.50669 2.73271 -2.05033
H 2.42697 2.22031 -0.65509
H 0.42047 4.51314 -0.69646
H 2.17892 4.64708 -0.56243
H 0.97512 4.75046 1.67484
H 2.18360 3.46927 1.56939
H -0.30189 3.88906 3.19944
H 0.24680 2.24039 3.48890
Br 5.76570 1.23914 -0.64989
C 5.35449 -0.47703 0.04776
C 6.12024 -0.94448 1.10680
C 5.85013 -2.18350 1.66143
C 4.81266 -2.95552 1.15775
C 4.05222 -2.48754 0.10007
C 4.31471 -1.24529 -0.46971
I 3.10974 -0.60284 -2.05967
H 6.92424 -0.32998 1.48901
H 6.45081 -2.54347 2.48661
H 4.59489 -3.92603 1.58501
H 3.24600 -3.08973 -0.29999
C -3.46052 -1.52489 -3.53526
Si -3.22121 -0.52264 -1.96063
C -3.16444 1.32174 -2.37724
C -4.68947 -0.80375 -0.80691
N -1.68999 -0.79736 -1.22170
C -1.28205 -1.94337 -0.53879
C -2.11196 -3.05623 -0.31459
C -1.66289 -4.16522 0.38632
C -0.37271 -4.21865 0.89711
C 0.46619 -3.13253 0.68853
C 0.02424 -2.02134 -0.00987
H -4.49556 -1.51594 -3.88900
H -3.17552 -2.56625 -3.36092
H -2.82520 -1.13984 -4.33724
H -4.03178 1.60390 -2.98193
H -2.28658 1.61169 -2.97002
H -3.18330 1.93349 -1.47049
H -5.56516 -0.25959 -1.17434
H -4.47445 -0.43917 0.20210
H -4.98069 -1.85388 -0.73067
H -3.12104 -3.05446 -0.70952
H -2.33556 -5.00315 0.52889
H -0.02844 -5.08851 1.44078
H 1.47964 -3.14501 1.07439
H 0.69992 -1.17756 -0.13893

Output
E, eV: -190792.0805
Maximum force, eV/A: 0.38
2S+1: 1
Highest occupied orbital energy, Eh: -0.2746
E_LUMO, eV: 0.4
HOMO-LUMO gap, Ha: 0.28830

These are the Mulliken partial charges, in e, on atoms 1 to 8: atom 1 (Mg): 0.32, atom 2 (Br): -0.60, atom 3 (C): -0.74, atom 4 (C): -0.51, atom 5 (N): 0.66, atom 6 (C): 0.61, atom 7 (N): -0.31, atom 8 (C): -0.67